(1)
Computed, not measured: C3H2InO2 as an isolated structure in a non-equilibrium geometry, with the ωB97M-V functional and the def2-TZVPD basis.

Positions of all 8 atoms, in Å:
O (1.962, -0.257, -0.081)
C (0.648, -0.643, -0.307)
C (-0.344, 0.362, 0.181)
C (-1.634, 0.312, 0.472)
O (-2.750, 0.734, 0.306)
In (1.424, 1.338, 0.715)
H (0.444, -1.652, 0.096)
H (0.250, -0.194, -1.382)

Results
strongest force on any atom = 6.721 eV Å⁻¹
energy above the lowest of the compared OMol25 structures with the same formula, charge and spin = 404.9 kJ/mol
gap between HOMO and LUMO (alpha / beta) = 6.14 / 7.25 eV
charge = +1
LUMO level (alpha / beta) = -7.95 / -7.72 eV
HOMO level (alpha / beta) = -14.09 / -14.97 eV
total energy = -455.6366 Eh
molecular weight = 184.9 g/mol

Atomic partial charges in e from the Löwdin method, atoms 1 to 5:
1 O -0.3007
2 C -0.3306
3 C -0.1839
4 C -0.0535
5 O 0.2535

***

(2)
Computed, not measured: C5H9MgO4Sn as an isolated structure in a non-equilibrium geometry, with the ωB97M-V functional and the def2-TZVPD basis.

Positions of all 20 atoms, in Å:
O (-0.922, -1.761, -0.225)
C (-2.137, -1.471, 0.351)
C (-2.269, -0.010, 0.754)
O (-1.810, 0.842, -0.302)
C (-2.636, 0.878, -1.462)
Sn (-0.197, 2.075, -0.126)
H (-2.402, -2.066, 1.247)
H (-2.932, -1.691, -0.391)
H (-1.656, 0.200, 1.643)
H (-3.314, 0.239, 0.998)
H (-2.331, 1.722, -2.091)
H (-2.488, -0.038, -2.049)
H (-3.688, 0.991, -1.164)
O (2.713, -1.300, -0.083)
C (3.439, -0.287, 0.180)
C (2.637, 1.008, 0.271)
O (1.247, 0.876, 0.125)
Mg (0.760, -0.965, -0.280)
H (3.084, 1.703, -0.467)
H (2.866, 1.439, 1.268)

Results
strongest force on any atom = 5.631 eV Å⁻¹
energy above the lowest of the compared OMol25 structures with the same formula, charge and spin = 13.8 kJ/mol
gap between HOMO and LUMO (alpha / beta) = 6.28 / 6.37 eV
multiplicity = 2
LUMO level (alpha / beta) = 0.09 / -0.42 eV
HOMO level (alpha / beta) = -6.19 / -6.79 eV
total energy = -911.1816 Eh
molecular weight = 276.1 g/mol

Atomic partial charges in e from the Löwdin method, atoms 1 to 5:
1 O -0.3106
2 C -0.3531
3 C -0.1924
4 O -0.5767
5 C -0.0831

***

(3)
Computed, not measured: a 9-piece molecular cluster, C34H28Cl32FNO4 overall in a non-equilibrium geometry, with the ωB97M-V functional and the def2-TZVPD basis.

Positions of all 100 atoms, in Å:
C (5.548, 0.793, -0.099)
C (5.261, 2.050, -0.589)
C (4.507, 3.206, 0.064)
C (3.174, 3.034, 0.777)
C (3.082, 3.161, 2.151)
C (1.882, 3.037, 2.801)
C (0.702, 2.789, 2.142)
C (-0.613, 2.668, 2.907)
C (-0.659, 3.669, 4.051)
O (-1.061, 3.423, 5.152)
F (-0.218, 4.898, 3.782)
C (0.766, 2.647, 0.771)
C (1.982, 2.757, 0.110)
C (1.947, 2.556, -1.394)
O (2.563, 3.242, -2.171)
C (1.007, 1.435, -1.838)
C (1.318, 0.514, -2.830)
C (2.621, 0.514, -3.584)
N (2.784, 1.661, -4.477)
C (4.229, 1.901, -4.679)
C (0.359, -0.462, -3.083)
C (-0.834, -0.530, -2.405)
C (-1.873, -1.615, -2.629)
C (-1.254, -2.985, -2.214)
C (-1.786, -3.500, -0.886)
C (-1.576, -2.506, 0.232)
O (-0.244, -2.563, 0.698)
C (0.100, -1.462, 1.506)
C (-1.128, 0.396, -1.431)
C (-0.197, 1.355, -1.161)
C (-0.442, 2.357, -0.078)
O (-1.508, 2.911, 0.075)
H (6.273, 0.619, 0.698)
H (5.055, -0.109, -0.499)
H (5.684, 2.253, -1.575)
H (4.323, 3.918, -0.738)
H (5.187, 3.718, 0.763)
H (4.003, 3.361, 2.683)
H (1.915, 3.140, 3.880)
H (-1.488, 2.846, 2.281)
H (-0.718, 1.660, 3.297)
H (3.413, 0.582, -2.830)
H (2.804, -0.444, -4.090)
H (2.367, 1.472, -5.381)
H (4.647, 2.548, -3.908)
H (4.712, 0.918, -4.564)
H (4.491, 2.252, -5.662)
H (0.596, -1.207, -3.835)
H (-2.751, -1.404, -2.019)
H (-2.217, -1.646, -3.663)
H (-1.423, -3.671, -3.046)
H (-0.170, -2.872, -2.153)
H (-1.250, -4.423, -0.642)
H (-2.838, -3.792, -0.910)
H (-2.245, -2.771, 1.067)
H (-1.826, -1.476, -0.032)
H (-0.754, -1.072, 2.039)
H (0.504, -0.653, 0.880)
H (0.869, -1.733, 2.230)
H (-2.057, 0.329, -0.885)
C (2.373, 5.310, -6.544)
Cl (0.685, 4.915, -6.901)
Cl (2.434, 6.765, -5.538)
Cl (3.123, 3.959, -5.686)
Cl (3.237, 5.609, -8.062)
C (-4.971, -6.776, 0.083)
Cl (-6.671, -7.033, -0.321)
Cl (-4.809, -5.295, 1.038)
Cl (-4.373, -8.148, 1.021)
Cl (-4.026, -6.624, -1.401)
C (-3.980, -0.029, 5.721)
Cl (-4.597, -0.557, 4.153)
Cl (-3.234, -1.389, 6.562)
Cl (-2.782, 1.259, 5.509)
Cl (-5.333, 0.595, 6.672)
C (-4.664, 4.311, -1.073)
Cl (-6.114, 4.916, -1.883)
Cl (-4.962, 2.667, -0.489)
Cl (-3.309, 4.344, -2.209)
Cl (-4.252, 5.362, 0.283)
C (5.358, -3.667, 0.275)
Cl (5.712, -1.933, 0.186)
Cl (6.402, -4.534, -0.865)
Cl (5.668, -4.250, 1.920)
Cl (3.687, -3.943, -0.139)
C (-0.186, -3.354, 8.244)
Cl (-0.346, -1.687, 7.687)
Cl (-1.763, -3.943, 8.788)
Cl (0.393, -4.365, 6.915)
Cl (0.963, -3.426, 9.584)
C (-6.450, 3.388, 3.876)
Cl (-7.094, 4.686, 2.871)
Cl (-6.838, 3.706, 5.569)
Cl (-7.174, 1.850, 3.383)
Cl (-4.704, 3.277, 3.646)
C (-0.988, -7.933, -3.587)
Cl (-2.342, -7.689, -4.697)
Cl (-0.645, -6.419, -2.741)
Cl (-1.409, -9.182, -2.411)
Cl (0.439, -8.437, -4.497)

Results
strongest force on any atom = 2.393 eV Å⁻¹
structure (SMILES) = C=CCc1ccc(CC(=O)F)c2c1C(=O)c1c(CNC)cc(CCCCOC)cc1C2=O.ClC(Cl)(Cl)Cl.ClC(Cl)(Cl)Cl.ClC(Cl)(Cl)Cl.ClC(Cl)(Cl)Cl.ClC(Cl)(Cl)Cl.ClC(Cl)(Cl)Cl.ClC(Cl)(Cl)Cl.ClC(Cl)(Cl)Cl
gap between HOMO and LUMO = 7.38 eV
LUMO level = -0.63 eV
HOMO level = -8.01 eV
total energy = -16493.8418 Eh
molecular weight = 1668.1 g/mol

Atomic partial charges in e from the Löwdin method, atoms 1 to 5:
1 C -0.0895
2 C -0.1211
3 C -0.1293
4 C -0.1343
5 C -0.0033

***

Q: The highest total energy belongs to which entry?
A: C3H2InO2